# 1
Below is a molecular structure, C39H33InN4P2STe at a distorted geometry, with properties calculated with wB97M-V/def2-TZVPD.

```
81
Properties=species:S:1:pos:R:3:forces:R:3
In -3.044 0.227 -0.667 0.1 -0.9 -0.3
C -2.542 -2.727 -5.052 -0.3 0.4 -0.7
N -2.176 -3.212 -3.747 0.0 0.1 1.0
C -1.275 -4.199 -3.465 0.3 -0.5 0.4
C -1.251 -4.371 -2.127 0.3 -0.3 -0.5
N -2.142 -3.471 -1.570 0.2 0.2 -1.1
C -2.707 -2.751 -2.593 0.0 0.0 0.1
S -3.905 -1.573 -2.576 -0.5 0.7 0.2
C -2.435 -3.420 -0.202 -0.2 0.1 1.0
C -2.374 -4.579 0.575 0.0 0.2 -0.2
C -2.669 -4.489 1.923 -0.1 0.4 0.0
C -3.050 -3.260 2.449 0.1 -0.1 -0.1
C -3.077 -2.172 1.599 -0.1 0.0 0.3
N -2.750 -2.233 0.311 0.1 0.2 -0.3
H -1.969 -3.250 -5.814 0.0 0.0 0.1
H -2.351 -1.653 -5.121 0.0 -0.1 0.0
H -3.608 -2.887 -5.224 0.1 0.0 0.0
H -0.718 -4.701 -4.229 0.1 -0.1 -0.2
H -0.659 -5.030 -1.526 0.1 -0.1 0.1
H -2.128 -5.533 0.141 0.0 -0.1 -0.1
H -2.624 -5.361 2.555 0.0 -0.1 0.0
H -3.329 -3.159 3.483 0.0 0.1 0.1
H -3.383 -1.191 1.948 0.0 0.0 0.1
Te 0.632 -1.285 1.950 0.8 0.1 0.1
C 2.741 -0.873 1.990 -0.4 -0.1 0.1
C 3.671 -1.891 1.870 -0.1 -0.1 0.0
C 5.021 -1.554 1.894 -0.4 -0.4 0.0
N 5.446 -0.315 2.015 0.9 0.1 0.0
C 4.563 0.649 2.166 -0.5 0.3 0.0
C 3.191 0.426 2.175 -0.1 0.0 0.0
C 0.138 0.457 0.797 -1.2 -0.5 -0.1
P -1.178 1.353 1.518 1.5 0.7 0.4
C -0.809 1.487 3.301 -0.5 -0.2 -0.2
C 0.138 2.383 3.789 -0.1 -0.1 -0.1
C 0.464 2.354 5.134 0.1 0.1 0.0
C -0.166 1.473 5.998 -0.1 -0.1 -0.1
C -1.148 0.621 5.519 0.0 0.0 0.1
C -1.467 0.623 4.173 -0.1 0.1 -0.1
C -1.222 3.033 0.841 -0.3 -0.3 0.0
C -2.460 3.644 0.659 0.0 -0.1 0.1
C -2.525 4.956 0.224 0.0 0.0 0.0
C -1.355 5.657 -0.027 -0.1 -0.1 0.0
C -0.123 5.049 0.152 0.1 0.0 0.0
C -0.049 3.737 0.583 0.0 -0.1 0.1
P 0.097 0.093 -0.935 1.0 0.7 -0.2
C 0.132 1.573 -2.016 -0.2 -0.3 0.2
C -0.873 1.662 -2.979 0.0 -0.1 0.2
C -0.920 2.731 -3.854 0.0 0.1 -0.1
C 0.055 3.713 -3.784 -0.1 -0.1 -0.1
C 1.091 3.604 -2.871 0.1 -0.1 0.1
C 1.135 2.539 -1.988 0.0 0.0 -0.1
C 1.664 -0.776 -1.295 -0.4 -0.2 0.0
C 1.614 -2.055 -1.845 -0.1 0.1 0.0
C 2.785 -2.727 -2.149 0.0 -0.1 0.0
C 4.011 -2.124 -1.919 0.0 0.0 0.0
C 4.065 -0.850 -1.377 0.1 0.1 0.0
C 2.899 -0.177 -1.063 -0.1 0.0 0.0
H 3.376 -2.922 1.753 0.0 -0.1 -0.1
H 5.781 -2.316 1.792 0.0 -0.1 0.0
H 4.966 1.647 2.277 -0.1 0.1 0.0
H 2.505 1.247 2.320 -0.1 0.1 0.0
H 0.613 3.094 3.130 0.1 0.1 0.0
H 1.215 3.029 5.514 0.1 0.1 0.0
H 0.097 1.460 7.045 0.0 0.0 0.1
H -1.671 -0.041 6.193 0.0 -0.1 0.1
H -2.240 -0.036 3.799 0.0 -0.1 0.0
H -3.368 3.095 0.889 0.0 0.1 -0.1
H -3.482 5.436 0.088 -0.1 0.0 0.0
H -1.404 6.681 -0.363 0.0 0.1 0.0
H 0.780 5.608 -0.039 0.1 0.0 0.0
H 0.907 3.250 0.725 0.1 0.1 0.0
H -1.611 0.868 -3.067 0.0 0.1 0.0
H -1.706 2.788 -4.593 0.0 0.0 0.0
H 0.022 4.552 -4.458 0.0 0.1 -0.1
H 1.871 4.350 -2.852 0.1 0.1 0.0
H 1.945 2.470 -1.279 0.1 0.0 0.0
H 0.658 -2.527 -2.031 0.0 0.0 0.0
H 2.747 -3.719 -2.574 0.0 -0.1 0.0
H 4.925 -2.638 -2.172 0.1 -0.1 0.0
H 5.019 -0.378 -1.199 0.1 0.1 0.0
H 2.959 0.805 -0.621 0.0 0.1 0.0
```
Positions in Å, forces in eV/Å.

As for the charge: +2. The calculation puts the LUMO energy at -7.5136 eV. For the HOMO energy, the calculation gives -13.0 eV. The spin multiplicity is 1.

Atomic partial charges in e from the Löwdin method, atoms 1 to 2:
1. In 0.708
2. C -0.022

***

# 2
Below is a single C6H13NO4 molecule at a distorted geometry, with properties calculated with wB97M-V/def2-TZVPD.

```
24
Properties=species:S:1:pos:R:3:forces:R:3
C -2.004 0.496 -0.400 1.2 -0.5 -1.7
C -1.015 0.170 0.693 -0.3 1.3 0.7
C 0.029 -1.682 -0.497 0.6 -0.3 2.6
C 1.392 -1.017 -0.467 0.3 1.4 -0.4
C 1.223 0.530 -0.567 0.4 -0.2 0.3
C 0.305 1.053 0.534 -0.1 -1.6 0.1
H -3.171 -1.051 0.097 0.4 1.9 -0.6
H -1.508 0.247 -1.385 -0.7 0.0 0.6
H -2.181 1.550 -0.486 -0.1 0.6 0.3
H -1.662 0.480 1.586 1.5 -0.6 -0.4
H -0.262 -1.558 1.576 -0.3 0.3 -1.1
H 0.152 -2.748 -0.415 0.3 -0.5 0.1
H -0.519 -1.571 -1.407 -0.3 0.7 -0.6
H 1.907 -1.407 -1.319 0.8 0.1 -0.8
H 3.046 -0.901 0.707 -2.5 -0.8 -0.4
H 0.802 0.827 -1.542 0.3 -0.2 0.1
H 2.403 2.075 -0.018 0.1 -2.0 -0.8
H 0.936 0.929 1.429 -0.5 0.2 0.2
H -0.647 2.726 0.842 2.0 -0.5 -1.6
N -0.730 -1.265 0.696 -0.6 0.2 0.5
O -3.246 -0.098 -0.223 -0.7 -2.0 0.6
O 2.117 -1.329 0.715 1.4 0.3 0.2
O 2.531 1.132 -0.363 -0.8 1.3 0.2
O 0.102 2.412 0.213 -2.4 1.0 2.0
```
Positions in Å, forces in eV/Å.

The calculation puts the LUMO energy at 0.6333 eV. For the HOMO energy, the calculation gives -9.1 eV. The spin multiplicity is 1.

Atomic partial charges in e from the Löwdin method, atoms 1 to 2:
1. C -0.285
2. C -0.266

***

# 3
Below is a molecular structure, C16H46BF4N10O8Rb at a distorted geometry, with properties calculated with wB97M-V/def2-TZVPD.

```
86
Properties=species:S:1:pos:R:3:forces:R:3
Rb 1.469 2.152 -33.625 -0.1 -0.5 0.4
B 1.578 -1.314 -31.799 0.3 -0.3 1.6
F 1.911 -0.558 -32.911 0.4 1.1 -1.7
F 0.799 -2.385 -32.191 -0.1 -1.1 -0.5
F 2.724 -1.635 -31.113 0.3 -0.4 -0.1
F 0.771 -0.551 -30.972 -0.5 1.3 0.2
C 0.219 -2.000 -28.754 -0.1 -0.6 1.7
O -0.708 -2.465 -27.772 -0.4 -0.6 -0.2
C -2.057 -2.471 -28.183 -0.5 1.3 1.1
C -2.918 -2.690 -26.910 0.6 -0.7 -2.0
N -2.921 -4.128 -26.580 -0.2 1.1 1.6
C -3.718 -4.258 -25.366 -1.4 -0.9 0.3
C -3.310 -5.548 -24.663 0.5 0.6 0.3
O -1.967 -5.378 -24.228 0.4 -0.6 -0.5
C -1.727 -4.858 -22.973 0.7 0.6 1.0
H 0.365 -0.936 -28.564 -0.1 0.1 -0.6
H -0.079 -2.241 -29.770 0.0 0.0 0.1
H 1.122 -2.527 -28.442 0.3 0.2 -0.6
H -2.263 -3.178 -28.990 0.0 -0.3 0.2
H -2.306 -1.466 -28.542 -0.1 0.1 -0.3
H -3.951 -2.382 -27.082 -0.1 -0.1 -0.3
H -2.550 -1.998 -26.147 0.3 -0.3 0.3
H -2.028 -4.362 -26.154 0.7 0.1 -0.9
H -4.797 -4.269 -25.552 0.0 -0.2 -0.4
H -3.622 -3.402 -24.689 0.4 0.0 0.2
H -3.241 -6.384 -25.360 -0.4 0.1 -0.1
H -3.945 -5.823 -23.818 -0.2 0.1 0.0
H -2.124 -5.455 -22.147 -0.2 -0.2 -0.1
H -2.017 -3.815 -22.805 -0.5 0.1 -0.3
H -0.644 -4.816 -22.843 0.0 -0.3 -0.1
C 7.258 -2.713 -27.049 -0.7 -0.3 0.3
O 7.090 -3.148 -28.372 1.5 -0.2 0.3
C 6.051 -4.064 -28.589 0.4 -0.2 -0.4
C 6.160 -4.536 -30.048 -1.6 1.4 1.0
N 6.059 -3.325 -30.841 0.3 -0.5 -2.6
C 6.185 -3.577 -32.293 1.2 0.5 0.2
C 7.677 -3.715 -32.616 -0.7 -0.3 -0.1
O 8.379 -2.570 -32.181 0.4 -0.6 -0.3
C 9.675 -2.445 -32.715 -0.2 -0.4 -0.4
H 6.357 -2.145 -26.802 0.1 0.3 0.5
H 8.164 -2.136 -26.863 -0.1 0.4 -0.9
H 7.382 -3.514 -26.310 -0.4 -0.5 -0.2
H 5.108 -3.536 -28.412 -0.3 -0.2 -0.1
H 6.113 -4.947 -27.944 0.0 0.1 0.3
H 5.297 -5.190 -30.223 0.1 -0.5 -0.1
H 7.092 -5.074 -30.216 0.0 0.2 0.0
H 5.200 -2.807 -30.787 -0.4 0.0 1.1
H 5.791 -2.752 -32.889 0.0 0.4 0.4
H 5.666 -4.448 -32.711 -0.1 -0.4 0.4
H 7.778 -3.934 -33.686 0.2 0.4 -0.3
H 7.990 -4.648 -32.133 0.6 0.1 0.3
H 10.206 -3.402 -32.727 0.2 -0.1 0.3
H 10.252 -1.703 -32.165 -0.2 -0.1 0.3
H 9.667 -2.128 -33.764 -0.2 0.1 -0.2
C -2.058 -1.112 -33.544 -1.6 -0.1 -0.8
O -3.019 -0.918 -34.275 -0.3 0.1 0.1
N -0.880 -0.504 -33.797 1.0 1.2 -0.5
N -2.057 -1.909 -32.464 0.3 0.1 0.3
H -0.048 -0.701 -33.278 0.1 -0.2 -0.2
H -0.835 -0.083 -34.710 0.1 -0.2 0.0
H -1.130 -2.235 -32.248 -0.3 -0.6 0.8
H -2.910 -2.393 -32.243 0.3 -0.2 0.0
C 4.204 0.435 -28.767 -0.8 0.2 1.3
O 4.874 -0.256 -29.486 0.4 -0.1 -0.7
N 4.666 1.339 -27.860 0.8 0.3 0.0
N 2.840 0.379 -28.663 -0.5 -0.8 -1.2
H 5.644 1.573 -27.858 -0.2 0.0 0.3
H 3.973 1.759 -27.271 0.6 0.4 0.2
H 2.301 0.902 -28.000 0.0 -0.1 -0.2
H 2.393 -0.192 -29.363 -0.3 0.0 0.3
C 6.146 0.343 -32.726 0.8 -2.1 3.5
O 6.772 -0.506 -32.078 -1.0 2.0 -1.8
N 6.660 1.271 -33.552 0.3 0.7 -1.1
N 4.801 0.575 -32.506 0.0 0.6 -0.9
H 7.645 1.378 -33.718 -0.1 -0.2 0.0
H 5.980 1.782 -34.085 0.7 0.4 -0.2
H 4.415 1.133 -33.264 -0.7 -0.7 0.6
H 4.273 -0.086 -31.956 -0.1 -0.1 -0.1
C 2.803 -5.262 -33.732 -0.1 -0.5 1.2
O 2.621 -5.864 -32.663 0.5 0.6 -1.6
N 2.050 -4.248 -34.167 -1.2 1.1 -0.1
N 3.807 -5.532 -34.610 1.2 -1.9 0.9
H 1.462 -3.795 -33.484 0.0 0.1 -0.2
H 2.413 -3.720 -34.941 -0.3 0.3 0.2
H 4.304 -6.352 -34.293 0.3 0.1 -0.5
H 4.000 -5.163 -35.522 -0.4 0.1 0.1
```
Positions in Å, forces in eV/Å.

The calculation puts the LUMO energy at -1.8260 eV. For the HOMO energy, the calculation gives -7.1 eV. The spin multiplicity is 1.

Atomic partial charges in e from the Löwdin method, atoms 1 to 2:
1. Rb 0.948
2. B -1.414

***

# 4
Below is a molecular structure, C17H25Cl2N6O2STl, with properties calculated with wB97M-V/def2-TZVPD.

```
54
Properties=species:S:1:pos:R:3:forces:R:3
Tl -1.533 -0.062 1.476 -0.2 0.3 0.1
Cl -0.674 6.607 5.884 0.0 0.0 0.0
C -0.533 5.259 4.875 0.0 -0.2 -0.1
C 0.688 4.953 4.262 0.1 0.1 0.0
C 0.791 3.841 3.475 -0.3 -0.1 0.1
Cl 2.256 3.448 2.715 0.2 0.0 -0.1
C -0.339 2.920 3.255 0.1 0.3 0.2
O -0.176 1.875 2.619 0.0 -0.2 -0.2
C -1.606 3.334 3.859 0.2 -0.1 -0.1
C -2.850 2.578 3.641 0.0 0.1 0.1
O -2.963 1.577 2.968 -0.1 0.0 -0.1
C -1.667 4.447 4.647 -0.2 0.0 0.0
H 1.546 5.593 4.422 0.0 0.0 0.0
H -3.730 3.011 4.147 0.0 -0.1 0.0
H -2.604 4.726 5.117 0.0 0.0 0.0
C -2.492 -2.443 -3.713 0.0 0.0 -0.1
C -2.697 -1.294 -4.698 0.0 0.2 0.2
C -4.095 -0.695 -4.570 0.0 -0.1 -0.1
C -1.612 -0.211 -4.567 -0.3 -0.3 -0.4
N -1.550 0.373 -3.236 0.3 -0.1 0.5
C -0.961 -0.088 -2.128 -0.2 0.4 -0.1
N -1.222 0.748 -1.143 0.2 -0.4 0.0
N -1.990 1.721 -1.674 -0.1 0.1 0.1
N -2.188 1.506 -2.916 0.0 0.0 -0.2
H -3.186 -3.250 -3.941 0.0 0.0 0.0
H -2.692 -2.127 -2.686 0.0 0.0 0.0
H -1.477 -2.848 -3.774 0.0 0.0 0.0
H -2.578 -1.686 -5.711 0.0 0.0 0.0
H -4.258 -0.269 -3.577 0.0 0.0 0.0
H -4.849 -1.466 -4.729 0.0 0.0 0.0
H -4.255 0.089 -5.309 0.0 0.0 0.0
H -1.826 0.607 -5.252 0.1 0.0 0.0
H -0.633 -0.628 -4.802 0.0 0.1 0.1
H -0.359 -0.978 -2.071 0.0 0.0 -0.1
C 4.693 -1.680 1.131 0.3 -0.1 0.0
N 3.317 -1.457 1.580 -0.2 -0.1 0.1
C 3.200 -0.657 2.802 -0.1 0.1 0.2
C 2.287 -2.151 1.106 0.4 0.0 -0.3
S 0.922 -2.402 2.145 0.1 -0.1 0.1
N 2.269 -2.677 -0.119 -0.2 0.0 0.2
C 3.008 -2.097 -1.241 0.1 0.1 -0.2
C 1.282 -3.711 -0.452 -0.1 -0.1 0.1
H 5.312 -1.879 2.006 -0.1 0.0 0.0
H 5.087 -0.797 0.627 0.0 0.0 0.0
H 4.762 -2.543 0.477 -0.1 0.0 0.0
H 3.946 0.134 2.764 0.0 0.0 0.0
H 3.380 -1.262 3.693 0.1 0.0 -0.1
H 2.211 -0.205 2.871 0.0 0.1 -0.1
H 3.397 -1.117 -0.982 0.0 0.0 0.0
H 2.320 -1.978 -2.078 0.0 0.0 0.0
H 3.822 -2.743 -1.568 0.0 0.0 0.1
H 1.318 -4.523 0.272 0.0 0.0 0.0
H 1.515 -4.120 -1.431 0.1 0.1 0.0
H 0.267 -3.303 -0.470 0.0 0.0 -0.1
```
Positions in Å, forces in eV/Å.

As for the charge: +2. The calculation puts the LUMO energy (alpha / beta) at -7.8451 / -9.3862 eV. For the HOMO energy (alpha / beta), the calculation gives -15.2 / -13.9 eV. The spin multiplicity is 1.

Atomic partial charges in e from the Löwdin method, atoms 1 to 2:
1. Tl 0.990
2. Cl 0.839

***

# 5
Below is 2 unconnected molecules or ions with the total composition C2H9N3O at a distorted geometry, with properties calculated with wB97M-V/def2-TZVPD.

```
15
Properties=species:S:1:pos:R:3:forces:R:3
N -2.436 -0.095 0.784 2.3 -0.9 -2.2
C -1.218 0.376 0.096 2.3 2.6 1.4
N -0.863 -0.153 -1.250 -4.3 0.3 2.1
H -3.135 0.072 0.105 -2.0 0.7 -0.3
H -2.320 -1.083 0.672 -0.4 -1.3 1.0
H -1.367 1.449 -0.022 -0.1 0.3 -0.5
H -0.334 0.402 0.807 -0.9 -0.8 -1.1
H -0.230 -0.906 -1.291 2.0 -1.3 -0.2
H -1.759 -0.293 -1.783 1.4 0.3 -0.1
C 1.992 -0.505 0.492 -1.2 -0.6 0.2
N 2.814 0.524 0.152 -0.7 -0.2 -2.1
O 1.543 -1.361 -0.275 0.4 1.0 0.6
H 1.625 -0.507 1.610 1.1 0.1 -1.7
H 2.741 1.283 0.790 0.5 0.7 0.4
H 2.946 0.797 -0.887 -0.2 -1.0 2.5
```
Positions in Å, forces in eV/Å.

As for the charge: +1. The calculation puts the LUMO energy (alpha / beta) at -3.4435 / -8.9987 eV. For the HOMO energy (alpha / beta), the calculation gives -14.3 / -14.2 eV. The spin multiplicity is 2.

Atomic partial charges in e from the Löwdin method, atoms 1 to 2:
1. N 0.147
2. C -0.255